{
  "formula": "C29H38LaNO2P2Si",
  "method": "ωB97M-V with the def2-TZVPD basis set",
  "total_charge": 2,
  "homo_ev": [-12.283, -11.503],
  "relative_energy_ev": 0.000,
  "orbital_gap_ev": [4.102, 2.658],
  "energy_ev": -63572.3318,
  "symbols": ["La", "P", "C", "C", "N", "C", "C", "C", "C", "C", "P", "H", "H", "H", "H", "H", "H", "H", "H", "O", "H", "H", "O", "H", "C", "H", "H", "H", "C", "H", "H", "H", "C", "H", "H", "H", "C", "H", "H", "H", "C", "C", "C", "C", "C", "C", "Si", "C", "C", "C", "C", "C", "C", "C", "C", "C", "C", "C", "C", "H", "H", "H", "H", "H", "H", "H", "H", "H", "H", "H", "H", "H", "H", "H"],
  "coordinates": [[-0.00834, 0.07850, -0.79951], [1.73168, -1.84835, -1.79254], [2.09755, -1.11451, -3.34605], [1.43019, 0.04263, -3.85257], [0.68863, 0.84935, -2.99146], [0.06494, 1.95334, -3.46445], [0.05403, 2.25650, -4.82820], [0.77677, 1.45042, -5.70349], [1.47221, 0.37595, -5.22453], [-0.71635, 2.83820, -2.45306], [-0.12572, 2.80432, -0.71647], [2.03405, -0.28436, -5.88445], [-0.51812, 3.11459, -5.16749], [0.77409, 1.67930, -6.77607], [-0.73277, 3.88413, -2.78957], [-1.78201, 2.53928, -2.46394], [4.55905, 0.20521, -3.35389], [2.75555, -1.62837, -4.04470], [4.70627, 1.82549, -0.76716], [5.19477, 0.77744, -2.89520], [6.02940, 0.60173, -3.37838], [1.60219, 0.45875, 0.48529], [4.37974, 1.97974, 0.13468], [3.54555, 2.47199, 0.02252], [1.20274, 4.04719, -0.69891], [0.86892, 5.06432, -0.94114], [1.65989, 4.05403, 0.30418], [1.98357, 3.74884, -1.41748], [-1.49067, 3.43974, 0.32348], [-1.16065, 3.46956, 1.37525], [-1.84141, 4.44031, 0.03095], [-2.34379, 2.74075, 0.26930], [0.54068, -3.21600, -2.02156], [1.01217, -4.03326, -2.57244], [0.15270, -3.61404, -1.07195], [-0.32212, -2.86797, -2.61035], [3.13520, -2.35959, -0.76240], [2.79038, -2.79773, 0.18651], [3.76783, -3.08662, -1.27626], [3.72513, -1.46552, -0.51028], [-4.44662, -3.10607, -0.32008], [-4.29264, -1.75184, -0.64310], [-3.27541, -0.99212, -0.05048], [-2.42135, -1.60818, 0.90215], [-2.55789, -2.97880, 1.19915], [-3.57545, -3.72064, 0.59147], [-1.12233, -0.66232, 1.81903], [-1.73479, 0.75816, 2.79246], [-0.83067, 1.69083, 3.34252], [-1.32778, 2.72505, 4.14164], [-2.71095, 2.84840, 4.34082], [-3.60633, 1.96174, 3.72767], [-3.12209, 0.91901, 2.93026], [0.07281, -1.71649, 2.72696], [0.33715, -1.39203, 4.06910], [1.21913, -2.19136, 4.80648], [1.84831, -3.28679, 4.19652], [1.61724, -3.58005, 2.84309], [0.73580, -2.79232, 2.09731], [-5.24772, -3.68815, -0.77393], [-4.97638, -1.27944, -1.34827], [-3.17110, 0.07831, -0.28742], [-1.87419, -3.44014, 1.91565], [-3.69105, -4.77273, 0.84293], [0.24138, 1.59039, 3.14181], [-0.63559, 3.41772, 4.61637], [-3.09564, 3.64281, 4.97606], [-4.68050, 2.06224, 3.86742], [-3.78919, 0.22037, 2.42047], [-0.15679, -0.52588, 4.51635], [1.39741, -1.95098, 5.85319], [2.52079, -3.91069, 4.77911], [2.10847, -4.43105, 2.37312], [0.55001, -3.01219, 1.03799]],
  "forces_ev_per_angstrom": [[-0.58, -1.42, -0.97], [0.26, 0.95, -0.07], [0.10, 0.17, -0.37], [0.04, -0.71, 1.18], [0.05, -0.04, -0.53], [-0.27, 0.63, -0.73], [-0.39, 0.61, 1.54], [0.20, -0.24, -0.60], [0.22, -0.15, -0.36], [-0.50, -0.22, -0.86], [0.68, 1.83, 0.17], [-0.11, 0.27, 0.12], [0.17, -0.12, -0.02], [0.04, -0.14, 0.48], [0.07, -0.26, -0.09], [0.25, 0.00, 0.02], [0.04, 0.21, 0.28], [-0.18, -0.02, 0.02], [-0.04, 0.00, 0.18], [0.40, -0.47, -0.65], [-0.56, 0.30, 0.52], [-0.29, 0.03, 0.46], [-0.55, 0.25, -0.36], [0.65, -0.40, 0.05], [0.40, 0.02, 0.27], [-0.07, -0.29, 0.02], [-0.15, 0.05, -0.33], [-0.30, 0.07, 0.19], [-0.28, 0.13, -0.02], [-0.05, 0.00, -0.45], [0.14, -0.29, 0.00], [0.23, 0.26, 0.04], [-0.03, -0.48, -0.02], [-0.17, -0.06, 0.00], [0.21, 0.07, -0.15], [0.30, -0.01, 0.05], [0.33, -0.27, -0.10], [-0.03, 0.12, -0.38], [0.05, 0.03, 0.08], [-0.22, -0.22, -0.21], [0.38, 0.05, 0.30], [0.20, 0.35, 0.06], [-0.15, -0.70, 0.13], [0.41, 0.49, -0.97], [-0.14, -0.09, -0.28], [0.02, 0.35, 0.04], [-1.06, -1.18, 3.42], [0.44, 0.51, -1.02], [-0.33, 0.26, 0.38], [0.10, -0.39, -0.19], [0.06, -0.29, -0.19], [0.16, -0.31, -0.18], [-0.06, 0.46, 0.23], [0.29, 0.26, -0.79], [0.40, -0.28, 0.12], [-0.26, 0.07, -0.34], [-0.32, 0.38, -0.14], [-0.33, 0.19, -0.18], [0.25, -0.18, 0.60], [0.20, 0.17, 0.07], [0.17, -0.16, 0.16], [-0.16, -0.39, 0.11], [-0.33, 0.05, -0.25], [-0.02, 0.22, -0.08], [-0.33, 0.06, 0.19], [-0.20, -0.08, -0.12], [0.08, -0.12, -0.14], [0.24, 0.08, 0.04], [0.02, 0.28, 0.33], [0.24, -0.43, 0.02], [0.03, -0.15, -0.24], [-0.09, 0.11, -0.13], [-0.05, 0.20, 0.16], [0.09, 0.00, 0.46]],
  "mulliken_charge": [0.70, 0.22, -1.23, 1.11, 0.12, 0.99, -0.92, -0.42, -1.10, -1.48, 0.77, 0.45, 0.50, 0.43, 0.53, 0.38, 0.33, 0.44, 0.31, -0.60, 0.31, -0.18, -0.63, 0.26, -1.38, 0.44, 0.40, 0.39, -0.99, 0.19, 0.50, 0.31, -1.14, 0.42, 0.28, 0.38, -0.78, 0.10, 0.45, 0.28, -0.55, -0.79, -0.06, 0.91, -0.72, -0.74, 0.08, 0.61, -0.35, -0.66, -0.54, -0.72, -0.39, 0.59, -0.47, -0.69, -0.60, -0.92, -0.06, 0.44, 0.46, 0.39, 0.49, 0.45, 0.54, 0.46, 0.45, 0.46, 0.44, 0.40, 0.44, 0.42, 0.48, 0.63]
}